Record 1
9
Properties=species:S:1:pos:R:3 method="wB97M-V/def2-TZVPD" e_homo_ev=-10.82 orbital_gap_ev=10.88 lumo_energy_ev=0.07 smiles="O=Cc1ncno1" e_tot_ha=-375.4382
O -2.0782 -0.1084 -1.1735
C -1.7776 0.2759 -0.0747
C -0.3111 0.0500 0.1490
N 0.6390 0.8730 -0.1513
C 1.7383 0.0679 0.0086
N 1.4834 -1.1628 0.3393
O 0.0964 -1.1903 0.4097
H -2.5421 0.7611 0.5690
H 2.7520 0.4337 -0.0762

=====

Record 2
30
Properties=species:S:1:pos:R:3 method="wB97M-V/def2-TZVPD" e_homo_ev=-5.15 orbital_gap_ev=8.26 lumo_energy_ev=3.12 e_tot_ha=-1127.0361 charge=-1
Cl 1.4666 -1.1432 -1.9269
O -0.5223 3.5418 -3.7559
C -0.7908 2.3877 -3.4509
N 0.1381 1.4386 -3.2095
C -2.2269 1.9408 -3.2788
H 1.1105 1.6554 -3.3494
H -0.0583 0.5563 -2.7531
H -2.6707 2.5209 -2.4675
H -2.3019 0.8959 -2.9758
H -2.7793 2.1138 -4.1980
O 2.6783 -3.5593 2.6159
C 1.9074 -3.6731 1.6791
N 2.3397 -3.7879 0.3800
C 0.3968 -3.7179 1.8469
H 3.3225 -3.5842 0.2932
H 1.6999 -3.4351 -0.3201
H 0.1739 -3.9120 2.8925
H 0.0020 -4.4940 1.1981
H 0.0220 -2.7148 1.6325
N -0.5821 0.0149 2.1570
C -0.6424 0.9887 3.0516
C -0.4619 2.3292 2.7479
C -0.1907 2.6682 1.4256
C -0.1367 1.6724 0.4789
C -0.3110 0.3549 0.9027
H -0.8954 0.6844 4.0636
H -0.4734 3.0391 3.5647
H -0.1045 3.7171 1.1606
H 0.0991 1.9154 -0.5475
H -0.2083 -0.4139 0.1423

=====

Record 3
8
Properties=species:S:1:pos:R:3 method="wB97M-V/def2-TZVPD" e_homo_ev=-9.60 orbital_gap_ev=10.22 lumo_energy_ev=0.62 smiles="N[P@@](O)(F)=S" e_tot_ha=-971.3066
N 0.0501 -0.8018 0.3150
O 0.2330 1.6028 -0.5399
F -2.0024 0.7035 -0.2342
P -0.5345 0.6902 0.5614
S -0.5879 1.2446 2.4239
H 0.5562 -1.1088 1.0938
H -0.2272 -1.3138 -0.4714
H 0.6379 2.3135 -0.1519

=====

Record 4
18
Properties=species:S:1:pos:R:3 method="wB97M-V/def2-TZVPD" e_homo_ev="-7.48 / -8.09" orbital_gap_ev="6.26 / 7.41" lumo_energy_ev="-1.23 / -0.67" e_tot_ha=-1296.5910
C 0.9595 -0.8332 0.2918
C -1.3957 -1.5420 1.7660
C -1.4502 -0.7631 -0.9270
C 1.2137 2.1266 -1.2760
P -0.4582 -1.8718 0.1997
S 1.4626 1.6272 0.5779
S 3.0849 2.6555 0.9641
H 1.6983 -1.1576 1.0918
H 1.3987 -0.7864 -0.6925
H -0.7634 -1.8262 2.5527
H -1.6668 -0.5179 1.9016
H -2.3741 -1.8863 1.6576
H -2.5618 -1.0387 -1.1474
H -1.5738 0.2127 -0.4746
H -0.9932 -0.9188 -1.9962
H 0.9001 3.0708 -1.1764
H 0.3952 1.4390 -1.6293
H 2.1242 2.0102 -1.6838

=====

Record 5
43
Properties=species:S:1:pos:R:3 method="wB97M-V/def2-TZVPD" e_homo_ev="-0.33 / -5.76" orbital_gap_ev="2.90 / 8.22" lumo_energy_ev="2.57 / 2.46" spin_multiplicity=2 e_tot_ha=-1716.8684 charge=-1
C -0.4593 0.2337 -3.6675
S 0.9464 0.7555 -2.6458
S 0.9203 2.7397 -2.9286
C 1.0813 3.2087 -1.2289
H -1.3872 -0.1000 -3.0474
H -0.7420 0.9875 -4.4334
H -0.2082 -0.6691 -4.3711
H 0.8684 2.3821 -0.4749
H 2.1945 3.5488 -1.0404
H 0.3376 3.8842 -0.8707
H -2.5286 -3.2182 -2.0668
H -3.4891 -2.0350 -2.0873
O -2.8723 -2.4600 -2.5786
H 3.2274 1.3968 -0.9110
H 4.8127 1.2699 -0.5035
O 3.9319 1.6749 -0.3196
H 0.5382 1.8598 2.4406
H 1.5907 0.7777 1.9750
O 0.8808 1.3320 1.6273
H 3.1494 -2.1987 1.6966
H 3.8533 -2.6849 0.3490
O 3.5250 -1.9422 0.8782
H 0.0640 -1.2446 3.9653
H 0.7884 -2.4584 3.5003
O 0.9619 -1.6746 4.0655
H 0.4908 -1.5149 -0.7427
H 1.7395 -1.0563 0.3100
O 0.9475 -1.5890 0.1037
H -2.5713 2.5792 -0.1757
H -3.1211 2.1115 1.3366
O -3.3178 2.1433 0.2697
H -1.7843 2.6567 1.4344
H -1.0594 3.2132 2.7446
O -1.2621 3.4388 1.8981
H 1.2152 -4.3319 1.2495
H 1.5950 -3.0862 0.4274
O 1.9484 -3.9076 0.7917
H -1.6425 -1.3917 -0.0063
H -2.2509 -2.1242 1.1884
O -1.9252 -2.2387 0.1841
H -3.0113 0.1769 0.6491
H -4.2129 -0.0429 0.1589
O -3.7632 -0.4018 0.8566

=====

Record 6
11
Properties=species:S:1:pos:R:3 method="wB97M-V/def2-TZVPD" e_homo_ev=-9.78 orbital_gap_ev=10.67 lumo_energy_ev=0.89 smiles="C#CCC(=C)Cl" e_tot_ha=-653.6116
C 0.1435 -0.6917 -0.7311
C -0.9903 -1.4093 -0.9199
C 0.6110 -0.3005 0.6053
C 0.3267 1.1576 0.9094
C 0.1179 2.3713 0.9716
H -1.4017 -1.5283 -1.8858
H -1.5994 -1.6825 -0.0181
H 0.1772 -0.9360 1.3860
H 1.6756 -0.4444 0.7233
H -0.0649 3.4316 1.1076
Cl 1.0045 0.0322 -2.1482

=====

Record 7
99
Properties=species:S:1:pos:R:3 method="wB97M-V/def2-TZVPD" e_homo_ev=-9.39 orbital_gap_ev=6.54 lumo_energy_ev=-2.85 e_tot_ha=-2761.9627 charge=+1
Pt 0.4872 0.3698 0.1146
C -2.2716 -2.9741 0.7520
C -3.0217 -1.6837 0.5316
C -4.2966 -1.7504 -0.0196
C -5.0140 -0.6051 -0.3086
C -4.4486 0.6371 -0.0727
C -3.1756 0.7561 0.4706
C -2.5701 2.1024 0.7136
C -2.4836 -0.4163 0.8026
N -1.1573 -0.3467 1.3540
C -0.9815 -0.8859 2.5035
C -2.1180 -1.1928 3.4292
C 0.3978 -1.2760 2.9609
C 0.5193 -2.0425 4.2477
N 1.3624 -0.9919 2.1928
C 2.7167 -1.2466 2.5079
C 3.4424 -2.0114 1.5745
C 2.7446 -2.5931 0.3774
C 4.7921 -2.2368 1.7861
C 5.4346 -1.6935 2.8882
C 4.7194 -0.9252 3.7854
C 3.3546 -0.6852 3.6264
C 2.6607 0.1603 4.6630
H -2.3648 -3.6066 -0.1322
H -2.6810 -3.5385 1.5937
H -1.2100 -2.8180 0.9381
H -4.7240 -2.7247 -0.2321
H -6.0097 -0.6790 -0.7280
H -4.9955 1.5394 -0.3176
H -3.1770 2.8908 0.2727
H -1.5702 2.1573 0.2926
H -2.4688 2.3094 1.7799
H -3.0366 -0.7185 3.0979
H -1.8629 -0.8250 4.4250
H -2.2938 -2.2668 3.5190
H -0.1956 -2.8660 4.2720
H 0.3132 -1.4048 5.1104
H 1.5241 -2.4432 4.3533
H 2.1096 -3.4371 0.6665
H 3.4671 -2.9485 -0.3591
H 2.1068 -1.8344 -0.0877
H 5.3468 -2.8374 1.0737
H 6.4929 -1.8635 3.0402
H 5.2224 -0.4924 4.6428
H 3.2151 1.0861 4.8200
H 2.6254 -0.3658 5.6209
H 1.6509 0.4421 4.3806
N -0.5994 -2.4843 -3.6496
C -0.3193 -2.2252 -2.3710
S -0.6121 -0.6473 -1.8062
N 0.1207 -3.2098 -1.5802
C 0.2695 -4.5867 -1.9161
C 1.4407 -5.2397 -1.5527
C 1.5885 -6.5901 -1.8280
C 0.5780 -7.2865 -2.4760
C -0.5929 -6.6314 -2.8282
C -0.7586 -5.2838 -2.5397
H -0.8555 -1.7112 -4.2393
H -0.4143 -3.3849 -4.0613
H 0.4312 -2.9137 -0.6666
H 2.2343 -4.6894 -1.0623
H 2.5008 -7.0966 -1.5415
H 0.6993 -8.3381 -2.6978
H -1.3942 -7.1724 -3.3137
H -1.6974 -4.7915 -2.7644
Te 1.2625 2.2634 1.8073
C 0.0050 3.9296 1.4595
C -0.0135 4.5923 0.2345
C -0.8096 5.7139 0.0523
C -1.5758 6.2017 1.1031
C -1.5434 5.5599 2.3329
C -0.7626 4.4242 2.5088
H 0.5919 4.2253 -0.5860
H -0.8221 6.2159 -0.9075
H -2.1902 7.0822 0.9650
H -2.1333 5.9386 3.1584
H -0.7545 3.9183 3.4672
C 2.8339 -1.1998 -3.3075
C 3.5717 -0.2575 -2.3645
Sb 2.4139 1.2035 -1.2996
C 1.8563 2.6131 -2.8021
C 0.5456 2.3212 -3.5234
C 4.1071 2.2052 -0.4767
C 4.8654 1.3669 0.5458
H 3.5217 -1.9250 -3.7483
H 2.3524 -0.6614 -4.1257
H 2.0636 -1.7592 -2.7756
H 4.3069 0.3464 -2.9014
H 4.1194 -0.8159 -1.6031
H 2.7001 2.6743 -3.4924
H 1.8080 3.5700 -2.2796
H 0.6026 1.3986 -4.1039
H 0.2987 3.1336 -4.2099
H -0.2793 2.2103 -2.8181
H 3.7477 3.1348 -0.0390
H 4.7375 2.4513 -1.3350
H 4.2309 1.0981 1.3933
H 5.7204 1.9202 0.9393
H 5.2473 0.4400 0.1134

=====

Record 8
9
Properties=species:S:1:pos:R:3 method="wB97M-V/def2-TZVPD" e_homo_ev=-11.49 orbital_gap_ev=12.07 lumo_energy_ev=0.58 smiles=N#CC[C@H](F)Cl e_tot_ha=-730.8969
C 0.9193 0.3739 -0.2232
C -0.4240 0.1385 0.5782
C -1.3858 -0.4968 -0.3410
H 1.5406 1.1066 0.4212
H -0.2676 -0.4839 1.4694
H -0.9201 1.0518 0.9499
N -1.9510 -1.3089 -0.9572
F 0.5797 0.7004 -1.4864
Cl 1.9089 -1.0816 -0.4109

=====

Record 9
27
Properties=species:S:1:pos:R:3 method="wB97M-V/def2-TZVPD" e_homo_ev=-6.17 orbital_gap_ev=8.13 lumo_energy_ev=1.96 e_tot_ha=-1372.5844 charge=-1
C 2.4630 0.9264 1.5950
O 2.1615 2.0466 0.7885
C 1.5196 1.6953 -0.4258
C 0.1802 1.0418 -0.2129
C 0.0011 -0.2998 -0.3237
C -1.2619 -0.9334 -0.0758
C -2.3572 -0.2139 0.2610
N -3.6230 -0.8457 0.4808
C -2.2127 1.2005 0.3936
N -3.1790 2.0498 0.7416
S -2.4996 3.5126 0.7565
N -0.9959 3.1528 0.3351
C -0.9469 1.8333 0.1569
H 1.5982 0.5949 2.1776
H 3.2412 1.2371 2.2908
H 2.8178 0.0801 1.0001
H 2.1570 1.0266 -1.0135
H 1.3873 2.6264 -0.9756
H 0.8488 -0.9206 -0.5908
H -1.3211 -2.0090 -0.1721
H -4.1589 -0.8057 -0.3800
H -4.1477 -0.2910 1.1490
B 1.6711 -3.3522 -1.5982
F 2.0919 -2.4642 -2.6076
F 2.1793 -4.6353 -1.8325
F 2.1293 -2.8677 -0.3472
F 0.2567 -3.3856 -1.5706

=====

Record 10
54
Properties=species:S:1:pos:R:3 method="wB97M-V/def2-TZVPD" e_homo_ev=-11.02 orbital_gap_ev=7.18 lumo_energy_ev=-3.84 e_tot_ha=-1146.9390 charge=+1
C 6.6445 -0.7912 -0.4083
C 6.0466 0.2195 0.6058
N 5.2057 1.1791 -0.1208
C 4.1125 1.6922 0.7030
C 3.0081 2.2187 -0.2177
N 1.9207 2.8848 0.5856
C 0.7565 2.9931 -0.2085
N 0.8647 3.3161 -1.5252
N -0.3443 2.7774 0.4075
C -1.6524 2.8469 -0.2449
O -2.5537 2.1292 0.5660
C -3.7515 1.9786 -0.1359
C -4.3148 0.6044 -0.3221
O -4.2840 2.8971 -0.5650
C 5.9585 2.2435 -0.7191
C 7.0597 2.9765 0.0175
O 5.6836 2.5841 -1.7970
H 6.6568 -0.3053 -1.3814
H 5.9695 -1.6372 -0.5004
H 7.6530 -1.0957 -0.1535
H 6.8738 0.6757 1.1570
H 5.4766 -0.3502 1.3310
H 4.4389 2.4336 1.4451
H 3.6937 0.8426 1.2330
H 3.4633 2.9141 -0.9141
H 2.5744 1.3627 -0.7189
H 2.2220 3.8607 0.6697
H 0.1666 2.8866 -2.1209
H 0.9478 4.3151 -1.6848
H -0.2783 2.5595 1.3988
H -1.6145 2.3460 -1.2095
H -1.9522 3.8879 -0.3553
H -5.2081 0.6922 -0.9224
H -3.6439 -0.0610 -0.8612
H -4.6087 0.1474 0.6186
H 6.9203 4.0487 -0.0497
H 7.9993 2.7408 -0.4773
H 7.1715 2.6619 1.0498
C -5.4412 -5.8362 1.6807
O -5.9197 -5.7052 0.3520
C -6.7234 -4.5514 0.1614
C -5.9550 -3.4515 -0.5388
O -4.9121 -2.9344 0.2837
C -3.6358 -3.4279 -0.0838
H -4.6942 -6.6284 1.6893
H -4.9783 -4.9124 2.0367
H -6.2585 -6.1183 2.3519
H -7.1271 -4.1950 1.1136
H -7.5653 -4.8472 -0.4721
H -6.6394 -2.6226 -0.7467
H -5.5562 -3.8075 -1.4929
H -3.3093 -2.9747 -1.0276
H -3.6356 -4.5152 -0.1815
H -2.9314 -3.1484 0.6997

=====

Record 11
94
Properties=species:S:1:pos:R:3 method="wB97M-V/def2-TZVPD" e_homo_ev="-9.04 / -10.40" orbital_gap_ev="6.92 / 6.15" lumo_energy_ev="-2.13 / -4.24" spin_multiplicity=5 e_tot_ha=-3994.6741 charge=+1
Os 1.1041 0.6077 1.2705
C -5.6818 -2.7665 -1.8990
S -4.1480 -3.1257 -2.7717
C -2.9848 -2.7787 -1.4342
C -1.5656 -3.0573 -1.9065
C -0.4961 -2.5049 -0.9705
N -0.6798 -1.0495 -0.7151
P -0.8543 -0.5547 0.9208
C -1.5296 -1.8885 1.9286
C -0.6603 -2.6501 2.7077
C -1.1573 -3.6619 3.5146
C -2.5231 -3.9069 3.5521
C -3.3947 -3.1410 2.7887
C -2.9014 -2.1306 1.9782
C -2.0968 0.7685 1.0451
C -1.8001 1.4269 2.3793
C -2.7118 4.2050 1.5169
C -3.3871 3.7525 0.2835
C -3.4682 2.5307 -0.2589
C -2.7795 1.2547 0.0068
P 0.5342 0.1220 -1.2606
C -0.4586 1.3045 -2.2088
C -0.1283 2.6481 -2.0848
C -0.7968 3.6089 -2.8327
C -1.8043 3.2261 -3.7026
C -2.1514 1.8832 -3.8221
C -1.4798 0.9256 -3.0816
C 1.5250 -0.7414 -2.5069
C 2.8945 -0.7835 -2.2566
C 3.7598 -1.3743 -3.1677
C 3.2564 -1.9283 -4.3329
C 1.8912 -1.8838 -4.5945
C 1.0290 -1.2869 -3.6919
H -6.4992 -2.9210 -2.6002
H -5.7031 -1.7315 -1.5572
H -5.8148 -3.4396 -1.0526
H -3.2299 -3.3978 -0.5680
H -3.0888 -1.7295 -1.1456
H -1.4245 -2.6408 -2.9071
H -1.4177 -4.1362 -1.9987
H 0.4912 -2.6709 -1.3987
H -0.5124 -3.0508 -0.0272
H 0.4020 -2.4443 2.6802
H -0.4812 -4.2528 4.1182
H -2.9125 -4.6932 4.1854
H -4.4596 -3.3286 2.8294
H -3.5809 -1.5254 1.3898
H -1.8489 0.6888 3.1843
H -3.3127 4.0984 2.4179
H -3.9830 4.5184 -0.2085
H -4.0881 2.4730 -1.1475
H -2.7796 0.6122 -0.8688
H 0.6564 2.9418 -1.3975
H -0.5309 4.6537 -2.7333
H -2.3272 3.9712 -4.2881
H -2.9452 1.5856 -4.4951
H -1.7760 -0.1156 -3.1539
H 3.2764 -0.3716 -1.3306
H 4.8218 -1.4068 -2.9624
H 3.9254 -2.3927 -5.0455
H 1.5001 -2.3080 -5.5099
H -0.0250 -1.2365 -3.9246
C 5.2232 2.1912 0.5737
C 5.0334 3.5637 0.5132
C 3.7672 4.0771 0.7255
C 2.7150 3.2080 0.9943
N 2.9096 1.8651 1.0517
C 4.1352 1.3811 0.8447
C 1.3371 3.6334 1.2072
C 0.7809 4.7757 0.5956
C -0.5327 5.1510 0.6521
C -1.5010 4.7365 1.6732
C -0.4144 1.8768 2.1648
C 0.5202 2.5963 1.7369
H 6.1958 1.7474 0.4183
H 5.8645 4.2260 0.3118
H 3.5889 5.1430 0.7091
H 4.2318 0.3041 0.8932
H 1.4276 5.3218 -0.0834
H -0.8633 5.9103 -0.0492
H -1.1886 4.9449 2.6946
H -2.4706 2.2429 2.6206
Cl 2.1140 -0.2258 4.1739
C 2.9339 -1.5871 3.4898
C 3.6365 -2.4258 4.3239
C 4.2942 -3.5308 3.7934
C 4.2471 -3.7949 2.4275
C 3.5469 -2.9551 1.5943
Cl 3.4896 -3.2938 -0.0971
C 2.8458 -1.7981 2.0721
N 2.1722 -1.0192 1.2495
H 3.6722 -2.2194 5.3845
H 4.8458 -4.1906 4.4485
H 4.7551 -4.6549 2.0143

=====

Record 12
54
Properties=species:S:1:pos:R:3 method="wB97M-V/def2-TZVPD" e_homo_ev="-8.91 / -8.82" orbital_gap_ev="6.76 / 6.17" lumo_energy_ev="-2.14 / -2.64" spin_multiplicity=2 e_tot_ha=-8346.6490
Co -1.1047 0.5046 0.3001
C 2.0962 -1.4213 -1.6109
C 1.1532 -0.9435 -0.5436
N 0.3381 0.0582 -0.8107
N 0.7779 0.9316 -1.7679
C 0.1349 2.0374 -1.7673
S -1.1938 2.4142 -0.6807
S 0.7167 3.3675 -2.7762
C 1.8444 4.1210 -1.5084
C 2.6415 3.0790 -0.7743
C 2.2828 2.7060 0.5166
C 2.9297 1.6551 1.1551
C 3.9527 0.9776 0.5099
C 4.3306 1.3589 -0.7735
C 3.6750 2.3989 -1.4124
C 1.1896 -1.5538 0.7437
C 1.9239 -2.7390 0.9591
C 2.0886 -3.2428 2.2187
C 1.5349 -2.5655 3.3241
C 0.8179 -1.4128 3.1650
C 0.6114 -0.8947 1.8724
O -0.0937 0.2002 1.7409
H 2.0452 -0.7985 -2.4938
H 1.8105 -2.4437 -1.8699
H 3.1175 -1.4400 -1.2318
H 1.2463 4.7213 -0.8257
H 2.4800 4.7845 -2.0930
H 1.4748 3.2238 1.0210
H 2.6272 1.3648 2.1538
H 4.4594 0.1594 1.0071
H 5.1347 0.8385 -1.2793
H 3.9464 2.6710 -2.4264
H 2.3463 -3.2622 0.1132
H 2.6311 -4.1660 2.3681
H 1.6582 -2.9759 4.3187
H 0.3560 -0.9097 4.0033
Cl -1.9855 -0.0082 -3.1887
C -3.1681 0.3274 -1.9847
C -2.7883 0.7152 -0.7137
C -3.7225 0.9595 0.2559
Cl -3.0282 1.2932 1.8149
C -5.0759 0.8251 0.0157
Cl -6.1991 1.0832 1.2824
C -5.4760 0.4469 -1.2611
Cl -7.1461 0.2623 -1.6036
C -4.5268 0.1875 -2.2581
Cl -5.0333 -0.3053 -3.8190
F -1.6725 -1.4988 0.3272
As -2.8736 -2.7044 0.9642
F -4.1161 -1.7893 0.1830
F -1.5389 -3.5085 1.6994
F -3.9965 -3.8323 1.5832
F -2.6223 -3.5846 -0.4881
F -3.0113 -1.6732 2.3459

=====

Record 13
13
Properties=species:S:1:pos:R:3 method="wB97M-V/def2-TZVPD" e_homo_ev=-13.96 orbital_gap_ev=7.75 lumo_energy_ev=-6.21 e_tot_ha=-571.6998 charge=+1
C 0.9320 -1.6704 0.3817
C -0.1442 -1.1132 -0.1861
C -0.9636 -0.2553 0.6057
N 0.7007 1.7392 -0.2674
S -2.4163 0.4101 0.1191
H 1.7439 -2.1751 -0.3107
H 1.1964 -1.5385 1.4102
H -0.3816 -1.1939 -1.3480
H -0.6229 -0.0650 1.7209
H 1.5676 1.7591 0.2206
H -0.0715 2.2332 0.1119
H 0.9605 2.0301 -1.2044
H -2.5010 -0.1605 -1.2533

=====

| no. | F_max (eV/Å) |
| --- | --- |
| 1 | 1.2 |
| 2 | 1.0 |
| 3 | 3.8 |
| 4 | 6.2 |
| 5 | 5.8 |
| 6 | 2.7 |
| 7 | 0.5 |
| 8 | 2.8 |
| 9 | 0.4 |
| 10 | 5.1 |
| 11 | 0.7 |
| 12 | 0.9 |
| 13 | 3.4 |